1.
72
Properties=species:S:1:pos:R:3:forces:R:3:mulliken_charge:R:1 method="wB97M-V/def2-TZVPD" lumo_energy_ev="-4.9228 / -4.9293" total_charge=+1 gap_ev="5.85 / 5.84"
Pt -0.1817 1.0530 0.7178 3.695 -0.709 1.119 1.90
C 2.3535 5.1430 0.3422 -0.143 -0.359 0.015 -1.17
Se 2.0823 3.2782 0.9207 -0.130 0.770 0.096 0.42
C 0.6577 3.6731 2.2377 0.345 -0.180 -0.241 -0.98
C -0.5868 4.2373 1.5868 0.009 0.132 -0.081 -0.67
Se -1.1375 3.1667 0.0042 -0.964 0.449 0.923 0.07
C -3.0630 3.4096 0.2666 -0.007 0.172 -0.125 -0.96
H 2.3049 5.8103 1.1969 0.028 0.035 0.077 0.34
H 1.6215 5.4267 -0.4092 -0.038 0.038 -0.002 0.31
H 3.3468 5.1859 -0.0947 0.030 -0.002 -0.005 0.35
H 1.0554 4.3750 2.9733 -0.046 -0.030 -0.041 0.51
H 0.4467 2.7147 2.7264 0.078 0.286 -0.043 0.26
H -0.4271 5.2595 1.2343 -0.051 -0.139 -0.017 0.45
H -1.4252 4.2356 2.2869 -0.042 -0.036 -0.158 0.47
H -3.3693 3.0845 1.2561 0.179 -0.035 0.001 0.18
H -3.5824 2.8207 -0.4824 0.029 -0.013 -0.070 0.22
H -3.2883 4.4653 0.1206 0.025 -0.067 -0.016 0.52
C -0.1590 -0.6110 -3.2701 0.362 0.202 0.275 -1.41
C 1.1409 0.0788 -2.8454 -0.205 0.081 -1.122 1.51
C 1.2077 1.5192 -3.3527 -0.012 -0.263 0.290 -1.58
C 2.3248 -0.7267 -3.3657 -0.008 0.114 0.118 -1.68
O 1.1115 0.1480 -1.4062 0.521 -0.068 0.666 -0.38
P 2.3810 -0.1899 -0.4298 -0.316 -0.719 -0.971 0.79
O 3.7078 0.1893 -0.9250 -0.179 -0.041 0.153 -0.86
O 1.9336 0.4726 0.8684 -2.134 0.024 0.804 -1.04
O 2.1074 -1.7852 -0.3039 -0.077 0.902 -0.406 0.18
C 3.0656 -2.6783 0.2766 0.524 -0.836 0.469 1.58
C 2.3062 -3.9875 0.5372 0.194 0.435 -0.109 -1.96
C 3.5917 -2.0864 1.5764 -0.193 -0.011 -0.109 -1.57
C 4.2022 -2.9297 -0.7098 -0.276 0.172 0.068 -1.66
H -0.2142 -0.6732 -4.3533 -0.021 0.025 -0.097 0.55
H -1.0167 -0.0551 -2.9009 -0.171 0.092 0.052 0.04
H -0.1829 -1.6180 -2.8604 -0.064 -0.142 0.032 0.32
H 1.2135 1.5465 -4.4386 -0.018 0.000 -0.119 0.42
H 2.1213 1.9783 -2.9818 0.092 0.090 -0.013 0.38
H 0.3567 2.0942 -2.9838 -0.054 0.017 -0.013 0.23
H 2.2537 -0.8179 -4.4466 -0.071 -0.011 -0.084 0.49
H 2.3209 -1.7197 -2.9246 0.023 -0.166 -0.037 0.27
H 3.2592 -0.2407 -3.1082 0.107 -0.011 -0.077 0.45
H 1.6198 -3.8905 1.3781 -0.103 0.059 0.088 0.33
H 3.0158 -4.7741 0.7763 0.032 -0.112 0.041 0.48
H 1.7561 -4.2770 -0.3573 -0.026 -0.077 -0.069 0.39
H 2.7697 -1.8417 2.2467 -0.086 -0.046 0.070 0.24
H 4.1259 -1.1640 1.3645 0.252 0.051 0.085 0.40
H 4.2536 -2.7940 2.0653 0.153 -0.036 0.064 0.51
H 3.8138 -3.3932 -1.6131 -0.018 -0.077 -0.145 0.38
H 4.9422 -3.5912 -0.2688 0.082 -0.068 0.058 0.50
H 4.6657 -1.9836 -0.9686 0.152 0.046 -0.067 0.32
N -0.6813 -1.9393 0.1879 0.067 -0.343 -0.587 -0.23
C -1.2638 -1.6036 1.4284 -0.532 0.955 0.330 0.19
N -1.7476 -2.7445 2.1309 0.252 -0.338 0.437 -0.33
S -0.3503 -0.4570 2.5632 -0.207 0.716 -1.330 -0.40
H -0.3060 -1.1185 -0.2965 -0.234 -0.375 -0.021 -0.29
H 0.1033 -2.5808 0.2775 -0.043 0.082 0.178 0.07
H -1.5080 -2.6990 3.1150 -0.130 -0.057 -0.041 0.28
H -1.3719 -3.6037 1.7457 -0.059 0.031 -0.065 0.32
C -4.3463 -2.6764 0.4086 -0.138 -0.540 -0.131 -0.73
O -4.1141 -1.3604 0.9244 0.595 0.350 0.084 -0.36
P -2.7642 -0.5418 0.9407 -0.855 0.452 -0.300 0.38
O -2.5992 0.1852 -0.4582 -0.120 -0.649 0.332 0.25
C -3.5602 0.0436 -1.5207 -0.271 -0.003 -0.292 -1.16
O -3.1702 0.6541 1.8771 0.256 -0.315 -0.287 0.10
C -3.5476 0.4798 3.2505 -0.079 0.050 0.551 -0.88
H -5.1079 -3.1221 1.0464 0.095 0.010 -0.055 0.29
H -3.4440 -3.2812 0.4378 -0.059 0.068 -0.028 0.31
H -4.7261 -2.6065 -0.6100 0.037 0.073 0.026 0.30
H -3.3731 -0.8788 -2.0707 0.028 0.054 0.038 0.31
H -3.4144 0.8977 -2.1812 0.007 -0.093 0.055 0.38
H -4.5744 0.0514 -1.1226 0.031 0.022 -0.047 0.41
H -4.1004 1.3726 3.5378 0.014 -0.071 -0.085 0.25
H -2.6507 0.3854 3.8612 -0.068 0.006 -0.059 0.36
H -4.1824 -0.3958 3.3675 -0.046 -0.022 -0.030 0.31

---

2.
80
Properties=species:S:1:pos:R:3:forces:R:3:mulliken_charge:R:1 method="wB97M-V/def2-TZVPD" lumo_energy_ev=-4.0090 e_above_lowest_ev=0.000 gap_ev=4.31
Sn -1.9715 2.9030 -2.7485 3.686 -1.864 1.705 1.50
C -0.6326 -0.0529 0.9601 1.393 0.688 -0.769 0.17
F -1.5838 -0.5383 0.1664 -0.602 -0.327 0.229 -0.11
F -1.1320 0.5575 2.0287 -0.371 -0.262 -0.179 -0.17
F 0.1615 -1.0448 1.3521 -0.323 -0.184 0.189 -0.17
S 0.4089 1.1087 -0.0463 0.715 -0.120 -0.130 1.10
O 0.9347 0.2894 -1.1362 -0.535 -0.010 0.012 -0.72
O -0.5408 2.1092 -0.5639 -1.370 0.676 -0.676 -0.59
O 1.3725 1.5382 0.9132 -0.694 0.217 -0.096 -0.51
C 3.4672 3.0350 -3.4496 -0.548 -0.042 0.381 0.57
F 3.4928 1.7140 -3.2505 0.004 -0.009 -0.121 -0.19
F 4.5946 3.5612 -2.9856 -0.028 -0.068 0.027 -0.22
F 3.4065 3.2708 -4.7624 -0.167 -0.041 0.032 -0.23
S 2.0384 3.8115 -2.5088 0.609 1.741 0.661 0.97
O 2.1788 3.3750 -1.1514 0.002 -0.500 -0.332 -0.53
O 2.2444 5.2189 -2.7458 0.014 -0.259 -0.207 -0.62
O 0.7980 3.3505 -3.1767 -2.072 -1.042 -0.631 -0.63
C -1.3511 -1.0558 -5.2678 -1.198 -0.411 1.073 -1.01
C -0.2824 -0.3220 -4.5077 0.547 1.315 -0.290 -0.17
O -0.7605 0.1409 -3.2347 -1.370 0.424 0.436 -0.13
H -2.3001 -0.5072 -5.2439 0.158 0.280 -0.140 0.24
H -1.5933 -1.9537 -4.6902 0.111 -0.208 -0.289 0.12
H -1.1687 -1.3277 -6.3029 0.505 0.120 0.052 0.39
H -0.0049 0.6207 -4.9902 0.441 -0.450 -0.582 0.31
H 0.6002 -0.9426 -4.3522 0.043 0.074 -0.023 0.32
H -0.0603 0.1591 -2.5453 0.196 0.009 -0.029 0.17
C 6.2616 1.4799 0.6516 -0.133 0.339 -1.021 -1.26
C 4.8745 0.8815 0.6864 -1.173 0.066 0.838 0.37
O 4.0410 1.7734 1.4548 0.250 -0.596 -0.354 -0.50
H 7.0497 0.7617 0.4267 -0.017 -0.089 0.222 0.35
H 6.4729 2.0611 1.5472 -0.025 -0.390 0.265 0.31
H 6.2753 2.2157 -0.1580 0.093 0.017 0.006 0.25
H 4.7942 -0.1152 1.1409 0.559 -0.009 0.122 0.21
H 4.3619 0.7585 -0.2742 0.674 0.120 -0.392 0.03
H 3.1439 1.5335 1.1763 0.145 0.614 0.348 0.38
C -4.4286 -0.0375 0.9292 -0.663 -0.249 0.453 -0.80
C -4.5192 0.2080 -0.5585 0.146 0.132 0.100 0.22
O -4.1147 1.5860 -0.7880 0.159 -0.174 -0.632 -0.42
H -5.1693 0.5963 1.4301 -0.092 -0.133 0.048 0.48
H -3.4786 0.2015 1.3969 0.179 0.053 -0.449 -0.13
H -4.6570 -1.0726 1.1903 -0.104 0.002 -0.085 0.36
H -5.5356 0.1029 -0.9469 -0.098 -0.092 0.258 0.41
H -3.9240 -0.4858 -1.1480 0.460 0.389 0.030 -0.29
H -4.7124 2.0603 -0.1993 0.244 0.452 -0.108 0.24
C 1.9725 -4.1804 -1.6145 1.132 -0.166 -0.240 -1.37
C 1.5295 -3.1253 -0.6192 -0.283 0.111 -0.831 0.90
O 2.3460 -1.9796 -0.7678 -0.039 -0.107 0.130 -0.54
H 1.3529 -5.0737 -1.6960 -0.141 0.077 0.284 0.36
H 2.9916 -4.4805 -1.3494 -0.121 -0.262 0.159 0.34
H 2.1239 -3.7795 -2.6199 -0.460 0.278 0.043 0.29
H 1.5989 -3.5155 0.4003 -0.200 0.038 0.020 0.26
H 0.4979 -2.8400 -0.8648 -0.126 -0.150 0.386 -0.64
H 1.7576 -1.2081 -0.8220 0.513 -0.092 0.016 0.32
C -2.8796 -3.0308 -1.7432 0.318 0.153 1.003 -0.14
C -2.8908 -4.3874 -2.3910 -0.104 -0.594 -0.486 -0.80
O -3.9906 -4.5581 -3.2884 0.151 0.014 -0.033 -0.54
H -1.9238 -2.9421 -1.2175 0.079 0.338 -0.202 -0.09
H -3.6183 -2.8608 -0.9536 -0.276 -0.418 -0.155 0.37
H -3.0093 -2.2143 -2.4532 0.279 -0.158 -0.230 0.15
H -2.8509 -5.2433 -1.7100 -0.212 0.343 0.467 0.43
H -1.9640 -4.5312 -2.9536 -0.164 0.298 -0.358 0.28
H -4.7128 -4.9677 -2.8062 -0.024 0.026 -0.012 0.31
C 3.0451 0.6097 5.1329 -0.219 -1.057 -0.656 -1.07
C 1.9970 1.0575 4.1134 0.648 0.691 0.036 0.43
O 2.1543 2.4726 3.9366 -0.484 -0.236 0.011 -0.48
H 3.1696 1.3624 5.9084 0.025 -0.176 0.169 0.31
H 3.9861 0.4303 4.6116 0.136 0.523 0.059 0.26
H 2.8116 -0.3793 5.5393 -0.233 0.201 0.358 0.35
H 0.9594 0.8392 4.3883 0.071 -0.168 0.192 0.01
H 2.1987 0.6139 3.1414 -0.073 -0.043 0.014 -0.06
H 1.9466 2.8372 4.8029 0.069 0.297 -0.106 0.29
C -2.8829 1.8306 4.3296 -1.664 0.466 -0.785 -0.68
C -3.4871 0.6173 5.0440 0.725 1.423 -0.607 -0.30
O -3.3914 0.8206 6.4485 -0.011 -0.777 -0.173 -0.53
H -1.8394 2.0297 4.5474 0.034 -0.154 -0.013 0.21
H -3.4968 2.7222 4.5107 0.305 0.099 0.638 0.44
H -3.0852 1.7411 3.2554 0.666 -0.341 -0.090 0.03
H -2.8990 -0.2119 4.6513 -0.140 -0.541 0.920 0.28
H -4.5305 0.4950 4.7425 -0.005 -0.165 -0.051 0.24
H -4.0388 1.5026 6.6481 0.078 0.029 0.171 0.32

---

3.
77
Properties=species:S:1:pos:R:3:forces:R:3:mulliken_charge:R:1 method="wB97M-V/def2-TZVPD" lumo_energy_ev=-4.5364 e_above_lowest_ev=11.025 gap_ev=2.95
Zn -2.1313 -20.7475 -5.7826 0.247 0.891 0.455 0.55
C 0.7972 -15.9814 -8.0938 -0.048 -0.436 -1.166 -0.89
C 0.1992 -16.8886 -7.0429 -1.068 -1.836 0.569 -0.12
O -0.3538 -18.1069 -7.4677 0.675 1.020 0.029 -0.53
H 1.1325 -15.0628 -7.6124 0.119 -0.043 -0.161 0.28
H 0.0670 -15.7696 -8.8749 -0.275 0.300 0.213 0.27
H 1.5834 -16.4800 -8.6609 0.426 0.056 0.399 0.27
H -0.6269 -16.2968 -6.6487 -0.559 0.298 0.388 0.19
H 0.8706 -17.0607 -6.2017 0.415 0.069 0.030 0.28
C -2.3103 -18.1175 -1.6701 -0.833 3.049 0.609 -1.04
C -1.9607 -19.5263 -1.3251 0.139 -0.839 -1.098 -0.12
O -1.9345 -20.2701 -2.5020 0.310 -0.268 0.636 -0.49
H -2.0644 -17.4324 -0.8587 0.495 -0.249 0.663 0.36
H -3.3563 -17.8211 -1.7488 -0.326 -0.900 -0.603 0.29
H -1.7832 -17.6199 -2.4842 0.150 -0.823 -0.390 0.29
H -2.6493 -19.9602 -0.6001 -0.741 0.037 -0.092 0.23
H -1.0319 -19.4748 -0.7570 0.813 -0.269 -0.480 0.21
O -6.2877 -16.1472 -5.0987 0.013 -1.180 -1.867 -0.64
S -6.1856 -17.1178 -6.1917 -0.583 1.069 0.091 1.17
O -5.3776 -18.2933 -6.0014 -0.686 0.602 -0.240 -0.61
O -7.6685 -17.6165 -6.6103 1.317 -0.727 0.321 -0.27
C -8.7457 -16.6821 -6.7294 -0.385 -0.485 -0.191 -0.13
C -9.9768 -17.5088 -7.1388 -0.026 0.313 0.305 -1.26
C -5.6916 -16.3510 -7.8177 0.429 0.169 2.262 -0.87
H -8.4999 -15.9535 -7.5020 -0.034 0.205 0.063 0.28
H -8.8302 -16.2119 -5.7496 -0.400 0.246 -0.209 0.31
H -9.8609 -18.1015 -8.0461 0.572 0.020 0.078 0.32
H -10.8307 -16.8704 -7.3657 0.032 0.251 0.315 0.39
H -10.2485 -18.1808 -6.3247 -0.032 0.008 -0.058 0.31
H -6.5414 -15.9303 -8.3553 0.094 -0.707 -0.168 0.33
H -5.0463 -17.1328 -8.2183 -0.473 0.249 -0.631 0.32
H -5.0878 -15.4958 -7.5142 0.228 -0.072 -0.082 0.31
O 2.8017 -20.0713 -14.1422 -0.004 0.845 -0.489 -0.61
S 1.8960 -19.1400 -14.7664 -2.725 0.073 0.085 1.15
O 0.4744 -19.2232 -14.3684 2.867 0.925 -0.698 -0.60
O 2.4416 -17.5728 -14.6280 -0.860 -1.696 0.387 -0.30
C 3.8376 -17.3626 -14.2767 0.411 0.137 -1.882 -0.24
C 3.9398 -16.2116 -13.2835 -0.816 -1.394 1.001 -1.14
C 1.9500 -19.2783 -16.5866 0.342 0.561 1.172 -0.86
H 4.3487 -17.1599 -15.2179 -0.086 0.572 -0.258 0.29
H 4.2525 -18.3485 -14.0668 0.076 0.298 1.185 0.43
H 3.6957 -16.7382 -12.3609 0.446 0.449 0.638 0.28
H 3.1174 -15.4988 -13.3440 0.156 0.053 -0.711 0.30
H 4.8953 -15.6923 -13.2102 -0.046 -0.327 -0.197 0.34
H 3.0008 -19.5217 -16.7434 -0.211 -0.200 -0.561 0.30
H 1.7160 -18.2847 -16.9688 0.066 -0.097 0.031 0.30
H 1.2111 -19.9906 -16.9540 0.364 -0.178 0.288 0.36
O 3.5402 -9.0182 -2.9305 0.100 -3.144 -0.590 -0.59
S 3.3470 -10.4374 -3.2797 -1.232 -0.146 0.650 1.17
O 4.1737 -11.5812 -2.8528 -1.145 2.506 -0.498 -0.60
O 1.7730 -10.7355 -2.7754 2.186 2.444 -0.604 -0.34
C 1.3624 -12.0536 -2.6632 -1.854 -0.682 0.036 -0.07
C -0.1794 -12.0357 -2.5663 0.122 0.117 0.621 -1.26
C 3.0570 -10.5590 -5.0806 -0.389 0.157 1.286 -0.89
H 1.8271 -12.4238 -1.7494 -0.024 -0.849 -0.438 0.30
H 1.5257 -12.5682 -3.6101 0.831 -0.603 0.326 0.28
H -0.5666 -13.0123 -2.2757 0.159 -0.141 -0.152 0.37
H -0.6584 -11.7409 -3.4999 0.221 -0.025 -0.093 0.31
H -0.5317 -11.3450 -1.8002 0.180 0.111 0.054 0.34
H 3.1618 -11.5961 -5.3992 0.704 0.282 -0.078 0.32
H 3.6875 -9.7707 -5.4920 -0.017 -0.499 -0.433 0.38
H 1.9942 -10.3406 -5.1844 0.155 0.465 -0.089 0.30
O -3.2569 -12.7848 -15.5572 -0.566 0.640 -0.928 -0.58
S -3.6036 -13.6201 -14.4703 1.435 -2.774 1.023 1.17
O -3.8000 -13.1288 -13.1620 -0.392 0.714 0.731 -0.60
O -4.8910 -14.5874 -14.7231 1.081 1.201 -0.745 -0.31
C -5.0039 -15.0506 -16.0848 0.751 -0.901 -0.666 -0.46
C -5.0821 -16.6014 -16.0802 -0.461 1.287 0.336 -0.95
C -2.3574 -14.9531 -14.3863 -0.381 -0.048 -0.339 -0.87
H -4.1256 -14.8803 -16.7074 0.678 0.434 0.584 0.34
H -5.6818 -14.3826 -16.6161 -0.994 -0.773 0.273 0.41
H -5.8697 -16.9619 -15.4186 -0.310 -0.103 -0.493 0.31
H -4.1610 -16.9839 -15.6405 0.144 0.119 -0.167 0.23
H -5.1400 -16.9201 -17.1210 -0.316 -0.338 0.199 0.34
H -1.3032 -14.7338 -14.2170 -0.319 0.916 0.359 0.38
H -2.3293 -15.4147 -15.3734 -0.408 -0.286 0.094 0.24
H -2.7185 -15.6206 -13.6040 0.074 -0.117 -0.244 0.33

---

Asked for energy across the records above, the calculation gives -7273.39426, -3222.63697, -5059.76567 Eh in order.